(1)
Here is a cluster of 2 separate species, C53H61Cl2N2 in total in a non-equilibrium geometry from OMol25. Energies are from wB97M-V/def2-TZVPD.

Atoms and positions in Å:
1 Cl -5.199 6.607 1.872
2 C -3.762 5.690 1.750
3 C -3.814 4.282 1.684
4 C -2.652 3.550 1.478
5 C -1.392 4.190 1.321
6 C -0.157 3.465 1.189
7 C 1.039 4.167 1.416
8 C 2.344 3.700 1.476
9 C 3.538 4.495 1.643
10 C 4.850 3.941 1.727
11 C 5.979 4.748 1.777
12 C 5.842 6.145 1.775
13 Cl 7.228 7.142 1.758
14 C 4.567 6.725 1.741
15 C 3.439 5.912 1.685
16 C -1.385 5.623 1.403
17 C -2.533 6.355 1.659
18 H -4.776 3.788 1.745
19 H -2.678 2.456 1.463
20 H -0.145 2.395 0.968
21 H 0.935 5.222 1.668
22 H 2.443 2.626 1.389
23 H 4.968 2.856 1.755
24 H 6.976 4.319 1.804
25 H 4.477 7.803 1.752
26 H 2.457 6.378 1.666
27 H -0.479 6.212 1.279
28 H -2.478 7.443 1.710
29 C -1.723 -3.516 2.293
30 C -1.850 -2.254 3.127
31 C -3.207 -1.612 2.797
32 C -1.859 -2.694 4.598
33 C -0.703 -1.201 2.947
34 C -0.903 0.002 3.623
35 C 0.057 1.001 3.590
36 C 1.317 0.730 3.065
37 C 1.596 -0.440 2.355
38 C 3.086 -0.704 1.923
39 C 3.340 -1.227 0.516
40 C 3.701 -1.665 2.935
41 C 3.895 0.594 1.919
42 C 0.475 -1.323 2.159
43 N 0.346 -1.992 0.905
44 C -0.451 -1.524 -0.124
45 C -1.339 -0.467 0.039
46 C -2.494 -0.367 -0.812
47 C -3.139 -1.564 -1.212
48 C -3.888 -1.587 -2.372
49 C -4.133 -0.387 -3.060
50 C -3.741 0.841 -2.493
51 C -2.956 0.856 -1.346
52 N -0.084 -2.233 -1.254
53 C -0.442 -2.018 -2.632
54 C -0.315 -0.727 -3.237
55 C 0.676 0.444 -2.845
56 C 0.162 1.777 -3.407
57 C 2.039 0.084 -3.435
58 C 0.938 0.745 -1.384
59 C -0.918 -0.546 -4.494
60 C -1.184 -1.629 -5.313
61 C -1.000 -2.904 -4.810
62 C -0.860 -3.132 -3.432
63 C -1.238 -4.643 -3.107
64 C -2.577 -4.988 -3.803
65 C -1.468 -5.076 -1.668
66 C -0.162 -5.548 -3.725
67 C 0.825 -3.212 -0.868
68 C 1.042 -3.091 0.455
69 H -0.837 -4.095 2.562
70 H -2.611 -4.139 2.479
71 H -1.713 -3.297 1.223
72 H -3.487 -0.834 3.515
73 H -3.185 -1.170 1.794
74 H -4.001 -2.371 2.812
75 H -1.979 -1.847 5.278
76 H -2.670 -3.405 4.802
77 H -0.912 -3.189 4.837
78 H -1.823 0.170 4.185
79 H -0.158 1.988 3.996
80 H 2.077 1.499 3.208
81 H 2.890 -0.578 -0.236
82 H 4.425 -1.203 0.338
83 H 3.049 -2.260 0.357
84 H 3.696 -1.212 3.931
85 H 3.127 -2.595 2.980
86 H 4.735 -1.900 2.659
87 H 3.934 1.084 2.897
88 H 4.934 0.407 1.612
89 H 3.477 1.270 1.167
90 H -1.164 0.260 0.828
91 H -3.010 -2.456 -0.595
92 H -4.305 -2.529 -2.735
93 H -4.703 -0.414 -3.987
94 H -4.048 1.794 -2.936
95 H -2.633 1.790 -0.872
96 H -0.905 1.899 -3.176
97 H 0.693 2.609 -2.922
98 H 0.326 1.868 -4.488
99 H 2.375 -0.874 -3.018
100 H 1.990 -0.015 -4.524
101 H 2.779 0.852 -3.176
102 H 1.212 -0.157 -0.840
103 H 1.768 1.468 -1.299
104 H 0.071 1.209 -0.912
105 H -1.111 0.446 -4.895
106 H -1.526 -1.486 -6.334
107 H -1.051 -3.741 -5.504
108 H -2.513 -4.952 -4.895
109 H -2.898 -6.007 -3.538
110 H -3.369 -4.301 -3.479
111 H -0.557 -5.127 -1.069
112 H -2.220 -4.447 -1.181
113 H -1.869 -6.105 -1.697
114 H 0.825 -5.312 -3.314
115 H -0.368 -6.608 -3.523
116 H -0.110 -5.427 -4.811
117 H 1.221 -3.908 -1.594
118 H 1.637 -3.688 1.124

Results
**E_LUMO**: -0.2054 hartree
**Calculated total energy**: -83966.649 eV
**E_HOMO**: -0.2979 hartree
**Maximum force**: 0.0382 hartree/bohr
**HOMO-LUMO gap**: 0.093 Eh
**Net charge**: +1

=====

(2)
Here is a structure of composition C17H42ClN2O6Zn in a non-equilibrium geometry from OMol25. Energies are from wB97M-V/def2-TZVPD.

Atoms and positions in Å:
1 Zn 0.346 -0.772 0.223
2 C -3.349 -1.507 -1.450
3 C -2.264 -2.219 -0.650
4 O -1.003 -1.702 -0.802
5 H -4.197 -2.199 -1.526
6 H -3.009 -1.264 -2.457
7 H -3.705 -0.607 -0.948
8 H -2.259 -3.285 -0.979
9 H -2.578 -2.273 0.409
10 C -1.005 0.522 4.176
11 C -0.632 -0.568 3.188
12 C -1.810 -1.522 2.984
13 O -0.163 -0.119 1.970
14 H -1.278 0.097 5.143
15 H -1.862 1.087 3.782
16 H -0.230 1.280 4.314
17 H 0.212 -1.156 3.620
18 H -2.332 -1.709 3.937
19 H -1.495 -2.473 2.563
20 H -2.569 -1.039 2.365
21 Cl 1.356 0.750 -1.167
22 C 4.832 -0.480 1.025
23 O 4.756 -1.883 0.837
24 C 3.998 -2.616 1.768
25 C 2.523 -2.210 1.798
26 N 1.911 -2.184 0.467
27 C 1.485 -3.500 -0.019
28 C 0.498 -4.216 0.856
29 O 1.167 -4.950 1.864
30 C 0.371 -5.922 2.459
31 H 5.547 -0.216 1.821
32 H 3.911 0.009 1.350
33 H 5.155 -0.073 0.073
34 H 4.368 -2.526 2.801
35 H 4.072 -3.668 1.483
36 H 2.555 -1.177 2.164
37 H 1.976 -2.704 2.596
38 H 2.687 -1.861 -0.110
39 H 2.362 -4.151 -0.158
40 H 1.070 -3.391 -1.021
41 H -0.058 -4.881 0.182
42 H -0.215 -3.519 1.307
43 H 0.970 -6.600 3.066
44 H -0.169 -6.547 1.729
45 H -0.410 -5.500 3.111
46 C -2.195 1.734 -0.417
47 O -1.912 3.103 -0.282
48 C -2.812 3.922 -0.972
49 C -2.281 4.309 -2.344
50 N -1.178 5.246 -2.209
51 C -0.706 5.759 -3.503
52 C 0.182 4.731 -4.186
53 O 1.036 4.142 -3.251
54 C 2.251 3.690 -3.783
55 H -1.640 1.127 0.299
56 H -1.958 1.357 -1.419
57 H -3.243 1.465 -0.204
58 H -2.970 4.829 -0.372
59 H -3.801 3.461 -1.103
60 H -3.122 4.683 -2.958
61 H -1.877 3.394 -2.783
62 H -1.545 6.077 -1.751
63 H -0.129 6.670 -3.322
64 H -1.568 5.996 -4.148
65 H 0.705 5.095 -5.080
66 H -0.501 3.959 -4.592
67 H 2.117 2.852 -4.481
68 H 2.846 3.367 -2.933
69 H 2.769 4.477 -4.353

Results
**E_LUMO**: 0.1014 hartree
**Calculated total energy**: -94516.255 eV
**E_HOMO**: -0.1741 hartree
**Maximum force**: 0.0351 hartree/bohr
**HOMO-LUMO gap**: 0.275 Eh
**Net charge**: -1

=====

(3)
Here is a structure of composition C22H20F10N4OV in a non-equilibrium geometry from OMol25. Energies are from wB97M-V/def2-TZVPD.

Atoms and positions in Å:
1 V -0.435 -0.712 -0.281
2 C 2.261 0.523 -1.298
3 N 1.596 0.033 -0.072
4 C 2.245 -1.245 0.311
5 C 1.880 -2.331 -0.700
6 N 0.502 -2.079 -1.104
7 C -0.234 -3.036 -1.759
8 C -1.576 -2.729 -2.001
9 F -1.978 -1.471 -1.572
10 C -2.486 -3.561 -2.609
11 F -3.741 -3.170 -2.776
12 C -2.062 -4.811 -3.028
13 F -2.904 -5.649 -3.612
14 C -0.736 -5.166 -2.830
15 F -0.314 -6.354 -3.229
16 C 0.159 -4.299 -2.222
17 F 1.429 -4.704 -2.094
18 C 1.757 1.012 1.023
19 C 1.230 2.415 0.691
20 N -0.041 2.384 -0.040
21 C -0.194 2.970 -1.320
22 C -0.105 4.343 -1.514
23 F 0.205 5.120 -0.485
24 C -0.345 4.906 -2.758
25 F -0.248 6.213 -2.917
26 C -0.707 4.103 -3.831
27 F -0.958 4.641 -5.006
28 C -0.788 2.727 -3.666
29 F -1.090 1.939 -4.684
30 C -0.509 2.184 -2.429
31 F -0.508 0.828 -2.304
32 H 3.336 0.632 -1.123
33 H 1.872 1.488 -1.610
34 H 2.108 -0.181 -2.111
35 H 1.864 -1.526 1.292
36 H 3.332 -1.127 0.374
37 H 1.971 -3.298 -0.203
38 H 2.561 -2.339 -1.555
39 H 2.815 1.115 1.287
40 H 1.229 0.616 1.891
41 H 1.943 2.971 0.087
42 H 1.103 2.960 1.627
43 N -1.963 0.844 0.120
44 C -0.907 1.366 0.144
45 C -0.573 -3.247 2.567
46 C -1.362 -1.985 2.229
47 C -2.772 -2.340 1.738
48 C -1.430 -1.025 3.414
49 O -0.696 -1.315 1.154
50 H -1.109 -3.837 3.307
51 H 0.410 -2.992 2.969
52 H -0.440 -3.851 1.667
53 H -3.354 -2.785 2.543
54 H -2.710 -3.054 0.914
55 H -3.276 -1.437 1.394
56 H -1.904 -1.512 4.264
57 H -2.013 -0.145 3.140
58 H -0.425 -0.715 3.707

Results
**E_LUMO (spin up / spin down)**: -0.1045 / -0.1109 hartree
**Calculated total energy**: -84000.159 eV
**E_HOMO (spin up / spin down)**: -0.4096 / -0.4091 hartree
**Maximum force**: 0.0938 hartree/bohr
**HOMO-LUMO gap (spin up / spin down)**: 0.305 / 0.298 Eh
**Net charge**: +1

=====

(4)
Here is a cluster of 24 separate species, C36H120N24O24 in total in a non-equilibrium geometry from OMol25. Energies are from wB97M-V/def2-TZVPD.

Atoms and positions in Å:
1 O -2.450 6.276 -3.792
2 H -1.725 5.783 -3.429
3 H -3.043 5.602 -4.162
4 O -0.921 3.940 -2.471
5 H -0.510 3.236 -1.935
6 H -1.753 3.564 -2.789
7 O -0.613 -1.411 -3.524
8 H -1.140 -1.239 -4.313
9 H -0.055 -2.187 -3.711
10 O 1.095 -3.974 -4.881
11 H 1.220 -4.790 -5.368
12 H 1.899 -3.953 -4.327
13 C -2.914 1.693 -4.456
14 O -3.343 2.628 -3.823
15 N -1.867 1.913 -5.357
16 N -3.328 0.394 -4.371
17 H -1.676 2.850 -5.673
18 H -1.548 1.185 -5.990
19 H -4.193 0.086 -3.947
20 H -3.142 -0.094 -5.239
21 C 1.862 5.279 -4.822
22 O 1.875 6.082 -3.923
23 N 0.870 4.356 -5.102
24 N 2.801 5.294 -5.848
25 H 1.269 3.579 -5.613
26 H 0.318 4.024 -4.292
27 H 3.625 5.854 -5.687
28 H 2.916 4.581 -6.556
29 C 2.927 -2.670 4.441
30 O 2.135 -2.045 3.720
31 N 2.502 -3.665 5.380
32 N 4.332 -2.600 4.320
33 H 2.922 -3.679 6.303
34 H 1.712 -4.222 5.095
35 H 4.776 -1.866 3.831
36 H 4.910 -3.114 4.960
37 C 1.833 4.341 -0.479
38 O 1.830 3.292 -1.099
39 N 1.845 5.572 -0.957
40 N 2.005 4.346 0.893
41 H 1.664 6.331 -0.308
42 H 1.550 5.655 -1.936
43 H 1.823 3.409 1.233
44 H 1.581 5.110 1.390
45 C 6.026 4.355 0.962
46 O 7.128 4.802 0.681
47 N 5.111 4.108 -0.116
48 N 5.472 3.947 2.161
49 H 5.298 4.348 -1.088
50 H 4.176 4.268 0.217
51 H 6.103 3.888 2.946
52 H 4.854 3.137 2.057
53 C -0.437 0.668 -0.276
54 O -0.730 1.607 -0.962
55 N -0.220 -0.592 -0.778
56 N -0.036 0.726 1.067
57 H -0.100 -1.388 -0.176
58 H -0.619 -0.797 -1.666
59 H -0.143 1.664 1.440
60 H -0.394 -0.004 1.633
61 C 4.078 -0.367 0.590
62 O 4.130 -0.580 1.805
63 N 3.089 0.197 -0.036
64 N 5.124 -0.634 -0.261
65 H 2.347 0.543 0.551
66 H 3.353 0.765 -0.838
67 H 4.934 -0.855 -1.249
68 H 5.945 -1.099 0.118
69 C 2.621 0.878 -3.621
70 O 2.974 -0.052 -4.403
71 N 3.623 1.755 -3.122
72 N 1.394 1.166 -3.153
73 H 3.456 2.595 -2.587
74 H 4.504 1.569 -3.579
75 H 1.342 1.893 -2.427
76 H 0.536 0.634 -3.141
77 C -1.575 3.599 3.142
78 O -2.180 2.528 3.330
79 N -1.611 4.235 1.981
80 N -0.776 4.122 4.091
81 H -2.501 4.128 1.491
82 H -1.175 5.159 1.862
83 H -0.918 3.750 5.017
84 H -0.412 5.096 4.050
85 C 2.147 7.424 2.835
86 O 1.446 6.747 2.070
87 N 1.806 8.576 3.517
88 N 3.424 7.162 3.068
89 H 0.963 9.133 3.430
90 H 2.535 9.211 3.767
91 H 3.923 7.646 3.810
92 H 4.009 6.511 2.573
93 C 0.847 -5.976 3.669
94 O 0.183 -5.641 4.625
95 N 1.173 -5.273 2.558
96 N 1.548 -7.289 3.689
97 H 0.949 -4.322 2.297
98 H 1.556 -5.803 1.816
99 H 1.114 -7.895 4.356
100 H 2.549 -7.269 3.870
101 C 4.413 -3.285 -4.154
102 O 3.884 -4.341 -3.873
103 N 4.119 -2.081 -3.499
104 N 5.570 -3.207 -4.941
105 H 4.232 -1.325 -4.181
106 H 3.197 -2.042 -3.057
107 H 5.818 -2.282 -5.287
108 H 5.769 -3.969 -5.581
109 C 1.573 1.300 4.325
110 C 2.897 2.024 4.531
111 C 3.734 1.506 5.685
112 O 3.707 1.950 3.336
113 H 1.624 0.220 4.101
114 H 1.057 1.818 3.520
115 H 0.888 1.369 5.163
116 H 2.604 3.120 4.603
117 H 3.155 1.551 6.606
118 H 4.631 2.067 5.900
119 H 3.939 0.491 5.388
120 H 3.602 1.087 2.909
121 C -1.446 -1.255 3.866
122 C -1.287 -2.398 2.861
123 C -2.403 -2.772 1.981
124 O -0.184 -2.110 1.895
125 H -2.149 -1.413 4.674
126 H -1.690 -0.287 3.419
127 H -0.472 -1.241 4.335
128 H -0.967 -3.300 3.444
129 H -2.343 -3.691 1.431
130 H -2.470 -2.111 1.133
131 H -3.425 -2.858 2.378
132 H 0.535 -1.962 2.538
133 C 1.594 -4.810 -1.456
134 C 1.786 -3.489 -0.661
135 C 3.080 -3.424 0.132
136 O 1.745 -2.495 -1.766
137 H 2.381 -5.035 -2.144
138 H 0.686 -4.813 -2.043
139 H 1.381 -5.642 -0.757
140 H 0.858 -3.365 -0.083
141 H 3.850 -3.198 -0.613
142 H 3.408 -4.358 0.644
143 H 3.017 -2.681 0.909
144 H 1.716 -1.627 -1.359
145 C -2.678 1.406 6.874
146 C -3.968 1.387 6.033
147 C -5.314 1.286 6.772
148 O -4.136 2.622 5.271
149 H -2.764 1.958 7.829
150 H -1.848 1.877 6.338
151 H -2.366 0.382 7.138
152 H -3.879 0.597 5.257
153 H -6.069 1.541 6.016
154 H -5.355 1.906 7.647
155 H -5.415 0.273 7.160
156 H -3.443 2.552 4.568
157 C -6.682 -1.031 -0.432
158 C -5.630 -1.135 -1.457
159 C -5.535 -2.480 -2.127
160 O -5.885 -0.187 -2.531
161 H -6.708 -0.047 0.028
162 H -6.506 -1.805 0.296
163 H -7.647 -1.290 -0.871
164 H -4.618 -0.935 -1.090
165 H -6.344 -2.634 -2.856
166 H -5.539 -3.295 -1.368
167 H -4.647 -2.570 -2.767
168 H -5.883 0.733 -2.217
169 C -0.982 -8.137 -1.049
170 C -0.799 -7.523 0.255
171 C -1.552 -6.257 0.415
172 O -1.209 -8.512 1.315
173 H -0.583 -7.563 -1.923
174 H -2.037 -8.340 -1.259
175 H -0.481 -9.105 -1.170
176 H 0.260 -7.258 0.484
177 H -2.616 -6.329 0.202
178 H -1.222 -5.404 -0.191
179 H -1.497 -5.967 1.463
180 H -0.563 -9.213 1.230
181 C -2.919 -3.008 -6.323
182 C -2.283 -1.975 -7.230
183 C -3.229 -0.947 -7.713
184 O -1.338 -1.181 -6.502
185 H -3.797 -3.553 -6.669
186 H -3.274 -2.427 -5.450
187 H -2.178 -3.700 -5.925
188 H -1.784 -2.448 -8.082
189 H -4.023 -1.367 -8.353
190 H -2.773 -0.094 -8.237
191 H -3.784 -0.556 -6.863
192 H -0.545 -1.703 -6.296
193 C -4.224 2.215 -0.705
194 C -4.860 2.070 0.671
195 C -4.318 0.836 1.405
196 O -4.444 3.257 1.374
197 H -4.299 1.351 -1.366
198 H -3.120 2.324 -0.623
199 H -4.636 3.061 -1.236
200 H -5.955 2.074 0.615
201 H -3.282 1.071 1.707
202 H -4.383 -0.006 0.713
203 H -4.925 0.822 2.316
204 H -4.945 3.294 2.182

Results
**E_LUMO**: 0.0088 hartree
**Calculated total energy**: -124194.934 eV
**E_HOMO**: -0.3407 hartree
**Maximum force**: 0.0652 hartree/bohr
**HOMO-LUMO gap**: 0.350 Eh
**Net charge**: 0

=====

(5)
Here is an isolated molecule of C3HN3O2 in a non-equilibrium geometry from OMol25. Energies are from wB97M-V/def2-TZVPD.

Atoms and positions in Å:
1 C 1.255 0.396 0.220
2 C -0.851 -0.163 0.257
3 C -2.058 -0.224 -0.575
4 H 2.702 1.950 -0.539
5 N 1.239 -0.840 0.680
6 N -0.134 -1.057 0.750
7 N -3.002 -0.535 -1.277
8 O 2.588 0.983 0.019
9 O -0.026 0.894 -0.011

Results
**E_LUMO**: -0.0119 hartree
**Calculated total energy**: -11688.272 eV
**ΔE to the lowest compared entry with this formula, charge and spin**: 305.6 kJ/mol
**E_HOMO**: -0.3925 hartree
**Maximum force**: 0.1364 hartree/bohr
**HOMO-LUMO gap**: 0.381 Eh
**Net charge**: 0

=====

(6)
Here is an isolated molecule of C4H5NO2 in a non-equilibrium geometry from OMol25. Energies are from wB97M-V/def2-TZVPD.

Atoms and positions in Å:
1 O 1.687 -1.757 -0.860
2 C 0.938 -0.841 -1.193
3 C -0.181 -0.575 -0.128
4 C 0.327 0.391 0.990
5 N -0.649 1.479 1.010
6 C -1.518 1.184 0.142
7 O -1.395 0.032 -0.569
8 H 1.615 -0.710 -2.057
9 H -0.414 -1.575 0.273
10 H 0.377 -0.088 1.975
11 H 1.322 0.783 0.766
12 H -2.391 1.776 -0.108

Results
**E_LUMO**: 0.0292 hartree
**Calculated total energy**: -9811.308 eV
**ΔE to the lowest compared entry with this formula, charge and spin**: 290.1 kJ/mol
**E_HOMO**: -0.3534 hartree
**Maximum force**: 0.0789 hartree/bohr
**HOMO-LUMO gap**: 0.383 Eh
**Net charge**: 0

=====

- Number 1 is which compound?
  C53H61Cl2N2

=====

- What is the maximum force in the first record?
  0.0382 hartree/bohr

=====

- Among the records above, which one has the lowest net charge?
  C17H42ClN2O6Zn